(w)
Formula: C8H10OS2
Source: the Open Molecules 2025 dataset
Level of theory: ωB97M-V/def2-TZVPD

Results
Structure (SMILES)   O[C@H]1C[C@H]2C[C@H]2C12SC=CS2
Gap between HOMO and LUMO   8.27 eV
E_HOMO   -7.648 eV

Last column: Löwdin charge in e.
Element x y z (Å)
O: -0.54096 1.34267 1.30616  -0.095
C: -0.44827 0.00832 1.18464  -0.351
C: -1.77670 -0.58750 0.73234  -0.130
C: -1.83466 -0.70840 -0.73160  -0.256
C: -1.53306 0.53547 -1.54167  -0.075
C: -0.46680 -0.51461 -1.33172  -0.316
C: 0.57132 -0.23995 -0.28326  -0.877
S: 1.67345 -1.55130 0.05544  0.938
C: 2.98993 -0.48193 0.50226  -0.500
C: 2.89254 0.80074 0.16510  -0.483
S: 1.38944 1.29838 -0.58513  0.977
H: 0.24868 1.89134 1.24941  0.050
H: 0.19978 -0.40454 1.99562  0.134
H: -2.49918 0.12012 1.22996  0.146
H: -1.79908 -1.64117 1.09155  0.132
H: -2.69060 -1.39879 -1.18702  0.180
H: -1.96565 0.51653 -2.46953  0.075
H: -1.40084 1.45516 -0.92293  0.119
H: -0.28277 -1.01920 -2.32203  0.156
H: 3.71023 -0.97472 1.17972  0.077
H: 3.56320 1.55339 0.68269  0.098

=====

(x)
Formula: C8H10OS2
Source: the Open Molecules 2025 dataset
Level of theory: ωB97M-V/def2-TZVPD

Results
Gap between HOMO and LUMO   6.55 eV
E_HOMO   -7.028 eV

Last column: Löwdin charge in e.
Element x y z (Å)
C: -3.32805 1.01376 -0.48839  -0.309
C: -2.31469 0.23336 -1.04483  -0.310
C: -3.68062 0.67835 0.71735  -0.467
C: -1.91070 -0.81330 -0.12912  -0.832
C: 0.76661 0.58077 0.14556  -0.415
C: 2.97090 0.36596 1.10454  -0.078
C: 2.11955 -1.01971 -0.90359  -0.029
C: 1.83734 -0.33048 0.44869  -0.466
O: -1.07369 -1.66925 -0.23191  -0.039
S: -0.34374 1.47954 -0.50305  1.033
S: -2.72251 -0.57383 1.44171  0.985
H: -3.88118 1.68498 -1.05343  0.089
H: -2.01816 0.23948 -2.14400  0.131
H: -4.56878 1.13739 1.29659  0.103
H: 3.69917 -0.20800 1.71319  0.108
H: 3.52602 0.81231 0.30742  0.084
H: 2.73344 1.12733 1.70655  0.037
H: 3.07839 -1.41993 -0.77576  0.065
H: 1.46765 -1.86750 -1.02269  0.078
H: 2.10386 -0.49394 -1.84396  0.092
H: 1.53919 -0.95728 1.25915  0.143

=====

Calculated relative energies: (w) 0.0; (x) 33.2, given in kcal/mol

=====

(w)
Formula: C3H6N2S
Source: the Open Molecules 2025 dataset
Level of theory: ωB97M-V/def2-TZVPD

Results
Structure (SMILES)   C=C(C)S.N#N
Gap between HOMO and LUMO   9.58 eV
E_HOMO   -8.644 eV

Last column: Löwdin charge in e.
Element x y z (Å)
C: 1.11074 1.16775 0.97218  -0.050
C: 0.65201 0.35745 0.03010  -0.766
C: 1.30086 -0.91386 -0.40076  -0.139
S: -0.86987 0.76085 -0.79691  0.745
H: 0.59164 2.06868 1.24403  0.049
H: 2.01614 0.94225 1.50775  0.058
H: 1.48533 -0.91169 -1.47693  0.074
H: 2.25255 -1.04393 0.11369  0.077
H: 0.65444 -1.76209 -0.16978  0.081
H: -0.75275 -0.15747 -1.75417  -0.143
N: -4.19442 0.29374 0.33458  0.003
N: -4.24668 -0.80168 0.39622  0.011

=====

(x)
Formula: C3H6N2S
Source: the Open Molecules 2025 dataset
Level of theory: ωB97M-V/def2-TZVPD

Results
Gap between HOMO and LUMO   7.58 eV
E_HOMO   -8.440 eV

Last column: Löwdin charge in e.
Element x y z (Å)
C: -0.01648 0.07498 0.04935  -0.775
C: 0.79085 -0.64509 0.87472  -0.327
C: 1.99239 -0.56871 1.27809  0.008
H: -3.04882 -0.42985 1.04872  0.197
H: -1.93454 -2.15368 0.63870  0.175
H: -1.63810 0.38857 -1.22687  0.146
H: 0.15759 -1.06515 1.70020  0.119
H: 2.81833 -0.04010 0.37948  0.164
H: 2.34748 -1.28912 1.97359  0.053
N: -2.24964 -1.06886 0.06296  -0.148
N: -1.22658 -0.35774 -0.50165  -0.243
S: 0.56444 1.33803 -0.91600  0.630

=====

(y)
Formula: C3H6N2S
Source: the Open Molecules 2025 dataset
Level of theory: ωB97M-V/def2-TZVPD

Results
Structure (SMILES)   C=NNCC=S
Gap between HOMO and LUMO   8.00 eV
E_HOMO   -8.617 eV

Last column: Löwdin charge in e.
Element x y z (Å)
C: 0.25646 -0.93398 -2.99879  -0.094
N: 0.98026 -1.23997 -1.90778  -0.144
N: 0.80185 -0.82169 -0.69564  -0.140
C: -0.25583 0.21231 -0.26745  -0.232
C: 0.11151 0.51378 1.17980  -0.679
S: -0.88502 1.10815 2.32401  0.659
H: 0.69508 -1.46741 -4.05106  0.107
H: -0.58573 -0.16896 -2.97472  0.047
H: 1.23863 -1.47896 0.08216  0.179
H: -1.29992 -0.20870 -0.28365  0.124
H: -0.21575 1.09532 -0.81548  0.083
H: 1.18043 0.17723 1.60124  0.091

=====

Calculated relative energies: (w) 0.0; (x) 156.1; (y) 93.0, given in kcal/mol